# 1
The following is a quantum chemistry calculation of a cluster of 3 separate species, C22H39F5N2O9S in total at a distorted geometry, from the Open Molecules 2025 dataset.

Atoms and positions in Å:
O (-1.59, 0.41, -0.26)
C (-1.28, -0.10, 0.80)
O (-1.76, 0.26, 2.03)
C (-1.35, -0.69, 2.94)
O (-1.79, -0.76, 4.07)
C (-0.42, -1.61, 2.26)
C (0.20, -2.76, 2.96)
S (1.53, -2.29, 4.07)
O (2.76, -2.73, 3.49)
O (1.39, -0.92, 4.45)
C (-0.33, -1.25, 0.99)
C (0.43, -1.74, -0.18)
C (1.93, -2.01, 0.05)
C (2.81, -0.83, -0.33)
C (2.71, 0.38, 0.57)
F (3.95, 0.91, 0.70)
F (2.29, 0.07, 1.79)
C (1.79, 1.54, 0.04)
F (1.41, 1.34, -1.22)
F (2.42, 2.72, 0.10)
F (0.69, 1.63, 0.80)
H (0.56, -3.51, 2.27)
H (-0.57, -3.22, 3.57)
H (1.29, -3.07, 5.16)
H (-0.05, -2.62, -0.58)
H (0.35, -0.99, -0.95)
H (2.18, -2.31, 1.05)
H (2.22, -2.81, -0.62)
H (2.67, -0.56, -1.37)
H (3.83, -1.17, -0.25)
C (-4.06, -4.33, -6.35)
O (-3.54, -5.09, -5.28)
C (-2.50, -5.99, -5.63)
C (-1.15, -5.53, -5.13)
N (-0.67, -4.36, -5.86)
C (0.47, -3.67, -5.26)
C (0.37, -3.15, -3.82)
O (-0.48, -2.04, -3.64)
C (-1.86, -2.33, -3.57)
H (-4.99, -3.87, -6.01)
H (-3.39, -3.53, -6.67)
H (-4.29, -4.97, -7.22)
H (-2.48, -6.17, -6.71)
H (-2.74, -6.94, -5.15)
H (-0.43, -6.34, -5.27)
H (-1.25, -5.35, -4.06)
H (-1.43, -3.69, -5.95)
H (0.70, -2.82, -5.90)
H (1.33, -4.35, -5.31)
H (1.37, -2.80, -3.55)
H (0.12, -3.94, -3.11)
H (-2.06, -3.27, -3.06)
H (-2.32, -2.35, -4.57)
H (-2.34, -1.52, -3.01)
C (1.22, 2.68, 4.00)
O (1.70, 3.93, 4.47)
C (2.42, 4.68, 3.50)
C (1.63, 5.87, 3.01)
N (0.51, 5.47, 2.17)
C (-0.47, 6.52, 1.89)
C (-1.17, 7.22, 3.05)
O (-2.11, 6.44, 3.76)
C (-1.56, 5.55, 4.71)
H (0.91, 2.10, 4.87)
H (0.34, 2.80, 3.35)
H (1.99, 2.12, 3.47)
H (2.74, 4.04, 2.67)
H (3.32, 5.05, 4.00)
H (2.30, 6.51, 2.42)
H (1.32, 6.44, 3.89)
H (0.03, 4.69, 2.61)
H (-1.25, 6.06, 1.27)
H (0.01, 7.28, 1.27)
H (-1.76, 8.04, 2.61)
H (-0.46, 7.69, 3.74)
H (-0.69, 5.97, 5.21)
H (-1.30, 4.59, 4.26)
H (-2.33, 5.35, 5.46)

Results
SMILES string = O=C1OC(=O)C(C[SH](=O)=O)=C1CCCC(F)(F)C(F)(F)F.COCCNCCOC.COCCNCCOC
Largest force on an atom = 0.04919 hartree/bohr
Frontier orbital gap = 7.2106 eV
Relative energy (zero: lowest compared OMol25 entry of this formula, charge and spin) = 3.76 kcal/mol
E_HOMO = -8.353 eV

***

# 2
The following is a quantum chemistry calculation of a structure of composition C22H39MnN3O2SSbSi3 at a distorted geometry, from the Open Molecules 2025 dataset.

Atoms and positions in Å:
Mn (1.81, -1.59, -0.84)
C (5.40, 0.50, 0.07)
C (4.10, -0.22, 0.36)
O (3.29, -0.30, -0.63)
C (3.82, -0.68, 1.63)
C (2.66, -1.38, 2.02)
C (2.39, -1.62, 3.48)
N (1.79, -1.82, 1.13)
N (0.64, -2.39, 1.61)
C (-0.13, -2.79, 0.63)
O (0.21, -2.61, -0.63)
C (-1.42, -3.41, 0.92)
C (-1.90, -3.56, 2.22)
C (-3.14, -4.12, 2.45)
C (-3.93, -4.56, 1.40)
C (-3.45, -4.43, 0.10)
C (-2.22, -3.85, -0.14)
H (5.61, 0.44, -0.99)
H (6.23, 0.06, 0.63)
H (5.32, 1.55, 0.35)
H (4.54, -0.46, 2.41)
H (3.32, -1.57, 4.05)
H (1.92, -2.59, 3.63)
H (1.71, -0.86, 3.86)
H (-1.28, -3.21, 3.04)
H (-3.50, -4.22, 3.47)
H (-4.90, -5.00, 1.59)
H (-4.06, -4.77, -0.73)
H (-1.84, -3.74, -1.14)
C (2.13, 2.92, 1.28)
Si (1.20, 2.91, -0.37)
C (2.44, 2.98, -1.80)
C (0.18, 4.51, -0.45)
Sb (0.07, 0.61, -0.55)
Si (-1.34, 0.91, -2.68)
C (-2.21, 2.58, -2.87)
C (-0.12, 0.69, -4.11)
C (-2.62, -0.48, -2.74)
Si (-1.81, 0.92, 1.22)
C (-1.04, 0.47, 2.89)
C (-3.31, -0.17, 0.87)
C (-2.48, 2.70, 1.37)
H (2.83, 3.76, 1.36)
H (2.70, 1.99, 1.38)
H (1.44, 2.98, 2.12)
H (3.18, 3.77, -1.66)
H (1.93, 3.15, -2.75)
H (2.97, 2.02, -1.86)
H (0.84, 5.38, -0.41)
H (-0.52, 4.59, 0.39)
H (-0.40, 4.58, -1.37)
H (-1.48, 3.38, -3.03)
H (-2.79, 2.83, -1.97)
H (-2.89, 2.57, -3.72)
H (0.58, 1.53, -4.17)
H (-0.61, 0.59, -5.08)
H (0.47, -0.22, -3.95)
H (-3.44, -0.31, -2.04)
H (-2.14, -1.42, -2.46)
H (-3.04, -0.61, -3.74)
H (-0.66, -0.56, 2.85)
H (-1.75, 0.54, 3.72)
H (-0.19, 1.13, 3.11)
H (-3.02, -1.14, 0.47)
H (-3.98, 0.31, 0.15)
H (-3.88, -0.36, 1.79)
H (-1.73, 3.38, 1.77)
H (-3.35, 2.71, 2.03)
H (-2.80, 3.08, 0.40)
S (2.85, -3.21, -5.11)
C (2.51, -2.62, -3.66)
N (2.27, -2.17, -2.60)

Results
2S+1 = 6
Largest force on an atom = 0.06040 hartree/bohr
Frontier orbital gap (alpha / beta) = 6.0123 / 6.9406 eV
Relative energy (zero: lowest compared OMol25 entry of this formula, charge and spin) = 25.38 kcal/mol
E_HOMO (alpha / beta) = -3.410 / -4.345 eV
Net charge = -1

***

# 3
The following is a quantum chemistry calculation of a structure of composition C22H39NO15PbS at a distorted geometry, from the Open Molecules 2025 dataset.

Atoms and positions in Å:
Pb (-1.25, 1.05, 0.35)
C (-4.28, -0.74, 0.73)
O (-3.79, 0.55, 0.82)
H (-5.37, -0.74, 0.80)
H (-4.16, -1.23, -0.24)
H (-3.92, -1.39, 1.53)
C (2.18, 3.75, -2.50)
C (1.81, 2.43, -1.79)
C (3.07, 1.54, -1.66)
C (4.03, 2.03, -0.64)
C (3.33, 2.11, 0.74)
C (2.07, 2.98, 0.70)
N (1.23, 2.56, -0.44)
O (-0.03, 3.29, -0.45)
C (2.51, 4.51, 0.65)
C (1.43, 2.67, 2.09)
C (0.80, 1.74, -2.81)
H (1.38, 4.48, -2.41)
H (2.41, 3.67, -3.56)
H (3.08, 4.24, -2.12)
H (3.65, 1.68, -2.56)
H (2.91, 0.46, -1.59)
H (4.47, 2.95, -1.01)
H (4.83, 1.28, -0.55)
H (4.13, 2.53, 1.34)
H (3.35, 1.09, 1.14)
H (3.23, 4.74, -0.14)
H (2.98, 4.73, 1.61)
H (1.69, 5.22, 0.64)
H (1.19, 1.63, 2.28)
H (0.60, 3.32, 2.38)
H (2.17, 2.91, 2.86)
H (-0.18, 2.19, -2.96)
H (0.46, 0.77, -2.44)
H (1.31, 1.49, -3.74)
S (-2.64, 3.46, 1.78)
O (-3.93, 3.24, 2.33)
O (-2.14, 4.81, 1.83)
O (-1.65, 2.44, 2.18)
O (-2.88, 3.28, 0.32)
C (-4.88, -2.41, -4.29)
C (-3.59, -2.50, -3.35)
C (-2.25, -2.48, -4.19)
O (-1.52, -1.40, -3.61)
C (-2.26, -0.80, -2.74)
O (-1.92, 0.17, -2.12)
O (-3.49, -1.27, -2.69)
H (-5.05, -3.40, -4.71)
H (-4.70, -1.62, -5.03)
H (-5.69, -2.13, -3.63)
H (-3.67, -3.28, -2.59)
H (-2.43, -2.37, -5.26)
H (-1.73, -3.43, -4.27)
C (-0.07, -1.35, 6.78)
C (0.69, -0.91, 5.55)
C (1.39, -1.94, 4.66)
O (1.25, -1.34, 3.37)
C (0.02, -0.79, 3.31)
O (-0.60, -0.31, 2.37)
O (-0.34, -0.49, 4.57)
H (-0.44, -2.36, 6.63)
H (-0.98, -0.76, 6.88)
H (0.54, -1.40, 7.68)
H (1.46, -0.17, 5.75)
H (1.02, -2.95, 4.81)
H (2.46, -1.85, 4.83)
C (0.12, -4.82, -2.40)
C (0.06, -4.34, -0.94)
C (1.46, -3.98, -0.30)
O (1.37, -2.56, -0.14)
C (0.26, -2.09, -0.49)
O (0.00, -0.89, -0.36)
O (-0.50, -3.01, -0.98)
H (0.75, -5.71, -2.38)
H (0.65, -4.12, -3.04)
H (-0.87, -5.12, -2.77)
H (-0.47, -4.96, -0.22)
H (2.33, -4.30, -0.87)
H (1.54, -4.32, 0.73)

Results
Largest force on an atom = 0.11665 hartree/bohr
Frontier orbital gap = 2.2088 eV
E_HOMO = 0.938 eV
Net charge = -2

***

# 4
The following is a quantum chemistry calculation of a structure of composition C22H40BClFGaN7O3S at a distorted geometry, from the Open Molecules 2025 dataset.

Atoms and positions in Å:
C (0.84, -2.18, 0.29)
B (0.54, -0.62, 0.09)
O (0.94, 0.18, 1.22)
Ga (-0.29, 0.38, -1.56)
C (1.07, 1.88, -2.05)
C (-2.06, 1.37, -1.16)
C (-3.08, 0.56, -0.33)
C (-3.48, -0.82, -0.96)
C (-3.07, -1.95, 0.01)
S (-3.76, -3.56, -0.43)
O (-3.45, -3.95, -1.77)
O (-5.16, -3.52, -0.10)
Cl (-2.88, -4.90, 0.89)
C (-0.48, -0.77, -3.28)
C (-0.85, -2.25, -3.05)
F (0.77, -0.69, -3.99)
H (0.23, -2.87, -0.33)
H (1.89, -2.44, 0.09)
H (0.61, -2.42, 1.35)
H (1.55, 0.82, 0.84)
H (1.16, 2.60, -1.22)
H (0.66, 2.37, -2.96)
H (2.02, 1.39, -2.29)
H (-1.77, 2.28, -0.60)
H (-2.47, 1.74, -2.12)
H (-2.79, 0.45, 0.73)
H (-4.02, 1.16, -0.30)
H (-4.58, -0.85, -1.08)
H (-3.05, -0.91, -1.97)
H (-3.31, -1.67, 1.05)
H (-1.97, -2.07, -0.02)
H (-1.22, -0.28, -3.94)
H (-1.30, -2.46, -2.06)
H (-1.64, -2.52, -3.79)
H (-0.02, -2.94, -3.26)
C (-5.20, 1.52, -4.02)
C (-4.80, 2.36, -2.88)
N (-4.49, 3.01, -1.99)
H (-6.22, 1.17, -3.88)
H (-5.15, 2.09, -4.94)
H (-4.53, 0.66, -4.09)
C (2.26, 2.82, 4.74)
C (1.74, 2.11, 3.57)
N (1.32, 1.51, 2.67)
H (3.28, 2.46, 4.96)
H (2.29, 3.89, 4.55)
H (1.63, 2.63, 5.60)
C (4.18, 0.32, 7.55)
C (4.38, 1.64, 6.94)
N (4.54, 2.66, 6.44)
H (5.04, 0.08, 8.18)
H (3.28, 0.32, 8.16)
H (4.09, -0.44, 6.77)
C (-3.07, 2.83, -7.75)
C (-4.35, 2.26, -7.33)
N (-5.36, 1.80, -7.01)
H (-2.56, 3.26, -6.88)
H (-2.44, 2.05, -8.17)
H (-3.23, 3.60, -8.49)
C (-1.07, -6.10, -3.58)
C (0.18, -5.34, -3.54)
N (1.16, -4.74, -3.49)
H (-1.91, -5.41, -3.71)
H (-1.06, -6.80, -4.42)
H (-1.21, -6.65, -2.66)
C (3.39, -2.81, 2.46)
C (3.77, -1.95, 3.59)
N (4.07, -1.28, 4.48)
H (2.38, -3.18, 2.61)
H (3.42, -2.24, 1.54)
H (4.08, -3.65, 2.39)
C (6.34, 5.25, 6.55)
C (7.59, 6.00, 6.73)
N (8.57, 6.59, 6.87)
H (5.49, 5.91, 6.66)
H (6.32, 4.80, 5.56)
H (6.28, 4.46, 7.30)

Results
Largest force on an atom = 0.11792 hartree/bohr
Frontier orbital gap = 5.8602 eV
E_HOMO = -3.872 eV
Net charge = -1

***

# 5
The following is a quantum chemistry calculation of a structure of composition C22H40BF2GeKN3O5Si3, from the Open Molecules 2025 dataset.

Atoms and positions in Å:
K (-0.36, -1.84, -0.76)
O (-6.04, -4.52, -3.55)
C (-4.87, -4.02, -3.03)
C (-4.06, -3.17, -3.75)
C (-2.90, -2.69, -3.15)
N (-2.55, -3.03, -1.91)
C (-3.33, -3.87, -1.23)
C (-4.51, -4.39, -1.74)
C (-2.89, -4.27, 0.21)
O (-3.59, -5.12, 0.77)
O (-1.86, -3.68, 0.64)
C (-1.99, -1.72, -3.95)
O (-2.24, -1.65, -5.16)
O (-1.11, -1.12, -3.28)
H (-6.12, -4.17, -4.44)
H (-4.27, -2.86, -4.77)
H (-5.10, -5.06, -1.14)
C (-1.93, 3.06, 2.08)
Si (-0.10, 3.44, 1.84)
C (0.06, 5.32, 1.68)
C (0.78, 2.95, 3.43)
Ge (0.77, 2.23, -0.01)
Si (2.75, 3.35, -0.68)
C (3.77, 2.23, -1.79)
C (3.81, 3.76, 0.83)
C (2.44, 4.97, -1.60)
Si (-0.83, 2.56, -1.77)
C (-1.38, 4.38, -1.80)
C (-0.11, 2.16, -3.46)
C (-2.38, 1.52, -1.53)
H (-2.32, 3.56, 2.97)
H (-2.07, 1.98, 2.20)
H (-2.52, 3.38, 1.22)
H (-0.37, 5.82, 2.56)
H (-0.44, 5.69, 0.79)
H (1.12, 5.61, 1.62)
H (0.35, 3.45, 4.30)
H (1.85, 3.20, 3.38)
H (0.71, 1.87, 3.57)
H (3.97, 1.29, -1.28)
H (4.72, 2.69, -2.08)
H (3.22, 1.98, -2.71)
H (3.96, 2.85, 1.42)
H (3.30, 4.49, 1.48)
H (4.78, 4.17, 0.56)
H (1.87, 4.80, -2.51)
H (3.38, 5.45, -1.86)
H (1.87, 5.66, -0.97)
H (-0.53, 5.05, -1.91)
H (-1.90, 4.65, -0.88)
H (-2.06, 4.56, -2.64)
H (0.84, 2.67, -3.62)
H (-0.80, 2.46, -4.25)
H (0.03, 1.08, -3.55)
H (-2.75, 1.58, -0.50)
H (-2.18, 0.48, -1.78)
H (-3.17, 1.87, -2.20)
N (2.01, -4.34, -0.71)
C (1.66, -4.08, 0.37)
N (1.27, -3.73, 1.59)
C (2.09, -2.81, 2.38)
C (2.64, -3.53, 3.63)
C (2.64, -5.04, 3.42)
C (1.20, -5.54, 3.26)
C (0.38, -4.60, 2.35)
H (1.49, -1.95, 2.65)
H (2.90, -2.45, 1.74)
H (2.02, -3.29, 4.50)
H (3.64, -3.16, 3.85)
H (3.13, -5.55, 4.25)
H (3.21, -5.28, 2.52)
H (0.72, -5.59, 4.25)
H (1.20, -6.56, 2.86)
H (-0.28, -3.95, 2.93)
H (-0.27, -5.12, 1.66)
F (0.32, -0.28, 1.47)
B (1.36, 0.37, 0.77)
F (1.95, -0.55, -0.11)

Results
2S+1 = 2
Largest force on an atom = 0.00964 hartree/bohr
Frontier orbital gap (alpha / beta) = 4.2449 / 7.5619 eV
Relative energy (zero: lowest compared OMol25 entry of this formula, charge and spin) = 0.00 kcal/mol
E_HOMO (alpha / beta) = -0.028 / -3.388 eV
Net charge = -2

***

# 6
The following is a quantum chemistry calculation of a cluster of 8 separate species, C22H40Br2Cl14N5O in total at a distorted geometry, from the Open Molecules 2025 dataset.

Atoms and positions in Å:
C (-0.29, -1.52, -0.61)
C (-0.31, 0.13, -0.38)
O (-1.34, 0.78, 0.18)
N (0.93, 0.88, -0.81)
C (0.63, 2.05, -1.72)
C (2.02, -0.02, -1.35)
N (2.18, -0.29, -2.86)
C (3.34, -1.27, -2.83)
N (3.76, -1.79, -4.04)
N (3.82, -1.50, -1.41)
N (3.04, -0.77, -0.53)
C (3.29, -0.86, 0.96)
Br (3.51, -2.73, 1.73)
C (3.41, 0.27, 1.92)
C (3.70, 0.02, 3.53)
Br (3.27, 2.17, 1.30)
H (0.56, -2.06, 0.03)
H (-0.15, -1.77, -1.75)
H (-1.30, -1.97, -0.24)
H (-0.01, 2.82, -1.11)
H (1.64, 2.61, -1.99)
H (0.12, 1.77, -2.74)
H (3.73, -2.85, -4.15)
H (4.03, -1.17, -4.84)
H (4.60, -2.15, -1.15)
H (4.82, -0.30, 3.67)
H (2.94, -0.82, 3.89)
H (3.46, 0.97, 4.20)
Cl (1.43, -1.73, 6.21)
C (2.52, -3.13, 6.04)
C (3.63, -3.13, 7.07)
Cl (4.80, -1.81, 6.79)
H (2.91, -3.13, 5.02)
H (1.90, -4.02, 6.17)
H (4.19, -4.06, 7.01)
H (3.25, -3.02, 8.09)
Cl (-2.22, 2.62, -3.09)
C (-2.73, 4.33, -3.12)
C (-1.63, 5.26, -2.64)
Cl (-1.30, 5.07, -0.90)
H (-3.63, 4.42, -2.51)
H (-3.00, 4.56, -4.15)
H (-1.94, 6.30, -2.79)
H (-0.70, 5.10, -3.19)
Cl (-0.68, 6.05, -7.17)
C (-2.02, 5.43, -8.16)
C (-3.37, 5.95, -7.70)
Cl (-3.83, 5.29, -6.11)
H (-1.98, 4.34, -8.14)
H (-1.83, 5.76, -9.19)
H (-4.15, 5.65, -8.41)
H (-3.38, 7.04, -7.62)
Cl (0.29, -3.88, 2.59)
C (-0.99, -4.27, 3.77)
C (-0.85, -5.68, 4.32)
Cl (-1.19, -6.92, 3.08)
H (-1.96, -4.12, 3.29)
H (-0.90, -3.55, 4.59)
H (-1.57, -5.84, 5.12)
H (0.15, -5.87, 4.71)
Cl (-4.20, 8.44, -3.53)
C (-5.48, 8.04, -2.35)
C (-5.34, 6.63, -1.81)
Cl (-5.68, 5.40, -3.05)
H (-6.45, 8.20, -2.84)
H (-5.39, 8.77, -1.54)
H (-6.06, 6.47, -1.00)
H (-4.34, 6.45, -1.41)
Cl (-3.31, -2.93, 10.02)
C (-1.67, -2.48, 9.49)
C (-1.64, -2.06, 8.03)
Cl (-1.94, -3.43, 6.93)
H (-1.01, -3.32, 9.69)
H (-1.36, -1.64, 10.12)
H (-0.65, -1.67, 7.78)
H (-2.38, -1.29, 7.81)
Cl (0.64, -4.87, -5.11)
C (1.72, -6.28, -5.29)
C (2.84, -6.27, -4.26)
Cl (4.00, -4.95, -4.54)
H (2.11, -6.28, -6.31)
H (1.10, -7.17, -5.16)
H (3.40, -7.21, -4.31)
H (2.45, -6.17, -3.24)

Results
Largest force on an atom = 0.17280 hartree/bohr
Frontier orbital gap = 8.2098 eV
E_HOMO = -11.923 eV
Net charge = +1

***

Question: Look up the largest force on an atom of the first one.
Answer: 0.04919 hartree/bohr